[1]
Formula: C26H48Cl3CrN4O4Si
Source: the OMol25 dataset
Level of theory: ωB97M-V/def2-TZVPD

XYZ file:
```
87
Properties=species:S:1:pos:R:3:forces:R:3
C -1.1630 -4.0423 -3.4151 0.157 0.200 -0.099
C -0.3495 -4.8859 -2.4737 0.862 -1.376 -0.267
H -0.4853 -3.4806 -4.0761 -0.264 0.093 0.247
H -1.7764 -3.3477 -2.8398 0.000 0.096 -0.239
H -1.7905 -4.6561 -4.0874 0.123 0.137 0.411
C 0.4163 -5.8596 -3.0042 -0.209 0.208 0.068
C 0.5759 -6.0763 -4.4881 0.089 -0.253 -0.565
H 0.9863 -6.5727 -2.4051 -0.378 0.408 -0.042
H 1.0392 -5.2181 -5.0189 -0.236 -0.285 0.390
H -0.3791 -6.2792 -5.0136 0.325 0.102 0.296
H 1.2314 -6.9475 -4.6644 -0.280 0.345 -0.011
Cr -0.5641 0.1745 0.0013 -0.299 1.071 -0.336
Cl -2.3779 0.4423 -1.1698 -0.306 0.142 0.017
Cl -1.2355 -1.7286 0.9751 -1.292 1.845 0.258
C -1.3252 0.9987 2.6778 1.098 -0.266 -0.127
O -0.6028 1.2454 1.6594 -0.925 0.049 0.761
N -0.7752 0.8569 3.8884 -0.133 0.282 -1.389
C 0.6726 1.0521 4.0709 -0.061 -0.187 -0.052
C -1.4860 0.0841 4.8906 -0.239 -0.133 0.262
H -2.4234 0.8995 2.6072 0.507 -0.143 -0.023
H 0.9937 1.9895 3.5902 -0.155 -0.492 0.101
H 1.2421 0.1907 3.6794 -0.229 0.383 0.034
H 0.8378 1.1154 5.1500 0.081 0.073 -0.225
H -2.5542 0.3416 4.8572 0.344 -0.161 0.146
H -1.0527 0.3319 5.8650 -0.361 -0.098 -0.124
H -1.3561 -0.9949 4.6935 -0.064 0.416 0.138
H -0.1803 3.6052 -4.4801 0.204 0.043 -0.144
H 1.4817 0.4963 -3.5093 0.354 0.308 0.049
C 0.8335 3.6104 -4.0653 -0.502 0.586 0.002
C 1.9752 1.4807 -3.4748 0.342 -0.239 0.134
N 1.0093 2.5063 -3.1540 -1.209 -0.429 1.231
H 0.9810 4.5612 -3.5407 0.069 -0.094 -0.223
C 0.1856 2.3677 -2.1019 0.529 0.341 -0.806
O 0.3879 1.5262 -1.1990 -0.420 0.368 -0.612
H 2.7384 1.4754 -2.6825 0.046 -0.247 -0.509
H -0.6479 3.0926 -2.1332 0.135 -0.381 0.626
H 1.5689 3.5139 -4.8619 -0.209 0.171 0.032
H 2.3763 1.7647 -4.4571 0.225 -0.478 0.486
O -0.1449 -3.2414 -0.7494 1.062 1.175 0.734
C -0.4946 -4.5772 -0.9851 0.040 0.819 0.160
C 1.4704 -5.9305 -0.1476 0.450 -0.150 0.607
C 0.1667 -5.4765 0.0494 -0.285 -0.064 -0.346
H 2.0097 -5.6616 -1.0629 -0.252 -0.044 0.594
C 2.1104 -6.7071 0.8335 -0.349 0.151 -0.292
H -1.5830 -4.5619 -0.8305 -0.219 -0.565 0.283
C -0.4992 -5.7580 1.2562 0.556 -0.022 -0.024
H 3.1413 -7.0324 0.6571 -0.429 -0.018 0.148
C 1.4240 -7.0511 2.0006 -0.076 0.188 0.061
C 0.1430 -6.5226 2.2361 -0.026 -0.274 -0.238
H -1.5001 -5.3455 1.4417 0.432 -0.210 -0.173
H 1.8809 -7.7328 2.7276 -0.137 0.430 -0.204
H -0.3757 -6.7476 3.1752 0.219 0.056 -0.371
Si 1.1517 -1.8242 -0.0893 3.399 -7.100 0.676
Cl 1.3172 -1.7874 -2.3027 -1.060 1.914 -1.135
C 2.9505 -2.5913 -0.2932 0.273 0.725 -0.556
C 1.3676 -2.5343 1.7848 -0.934 -0.358 0.226
C 1.8429 -0.0881 0.3790 0.088 1.612 -0.131
H 2.8830 -3.6752 -0.4294 0.003 0.168 0.129
H 3.5421 -2.3485 0.5923 0.114 -0.281 0.062
H 3.4582 -2.1632 -1.1669 0.112 -0.211 0.212
H 2.1603 0.5189 -0.4796 -0.304 -0.216 0.355
H 2.7852 -0.3780 0.8688 -0.659 -0.546 -0.038
H 1.3602 0.5499 1.1406 0.239 0.030 -0.346
H 2.1273 -3.3439 1.8024 -0.417 0.573 -0.048
H 0.4369 -2.9821 2.1732 0.522 0.171 0.067
H 1.6910 -1.7365 2.4902 -0.108 -0.332 -0.252
C 0.5617 4.9418 1.4922 0.345 -0.134 0.060
N -0.5771 5.7286 1.0877 0.014 -0.591 -0.332
C -0.6802 7.0872 1.5808 -0.041 -0.365 0.214
C -1.6751 7.8506 0.7460 0.277 0.506 0.037
C -2.9853 7.1154 0.6821 0.017 0.013 0.298
N -2.7577 5.7637 0.2289 0.851 -0.360 -0.001
C -3.8611 4.9860 -0.2284 -0.575 -0.511 -0.334
C -1.6051 5.0409 0.4669 0.008 0.464 0.024
O -1.4987 3.8583 0.1227 -0.123 0.834 0.265
H 0.5942 4.0496 0.8585 0.143 0.194 0.245
H 0.4969 4.6203 2.5480 -0.004 0.107 -0.243
H 1.4769 5.5378 1.3701 -0.164 -0.202 0.016
H -0.9898 7.0689 2.6441 0.144 0.186 -0.247
H 0.3088 7.5620 1.5124 -0.190 -0.171 0.113
H -1.2771 7.9897 -0.2644 -0.028 -0.034 0.079
H -1.8029 8.8350 1.1963 -0.141 0.075 -0.109
H -3.6494 7.6223 -0.0219 -0.088 -0.135 0.073
H -3.4592 7.1178 1.6760 -0.079 0.060 -0.122
H -4.2247 4.2963 0.5352 -0.095 -0.030 0.088
H -4.6709 5.6450 -0.5190 -0.119 0.101 -0.087
H -3.5553 4.3790 -1.0763 -0.123 -0.034 -0.093
```
Positions in Å, forces in eV/Å.

As for the spin multiplicity: 4. Its energy relative to the best compared isomer or geometry (same formula, charge and spin) is 167.7 kcal per mole. Its expectation value of S² is 3.793. The total energy comes out at -115757.0198 eV. The highest occupied orbital energy (alpha / beta) comes out at -6.71 / -6.72 eV. The charge is 0.

***

[2]
Formula: C26H48Cl3N4O4SiTm
Source: the OMol25 dataset
Level of theory: ωB97M-V/def2-TZVPD

XYZ file:
```
87
Properties=species:S:1:pos:R:3:forces:R:3
C 4.9664 -1.0498 -3.0910 0.253 0.249 0.381
C 4.1807 -0.0420 -2.2572 2.525 1.682 1.623
H 6.0232 -0.7933 -3.2095 -0.071 0.168 0.300
H 4.5602 -1.0449 -4.1056 -0.012 -0.017 0.118
H 4.9118 -2.0765 -2.7210 0.096 0.366 0.128
C 4.3270 1.3024 -2.5314 -0.501 -0.325 0.570
C 5.3214 1.8848 -3.4718 -0.101 0.329 -1.290
H 3.5309 2.0122 -2.2402 0.833 -0.506 0.518
H 5.0419 1.5948 -4.4928 0.385 0.139 -0.374
H 6.3973 1.6586 -3.3598 -0.478 -0.298 0.318
H 5.2656 2.9829 -3.4527 -0.050 -0.242 0.053
Tm -1.8107 -0.4420 0.2078 -0.703 -0.852 -0.326
Cl -0.5035 -2.3745 1.3572 -0.318 -0.649 0.676
Cl -3.3404 -1.8197 -1.3919 0.070 0.195 0.292
H -6.5022 -2.9626 2.2465 0.105 0.150 -0.056
H -5.0401 -4.7243 3.0555 0.122 -0.089 -0.087
C -5.7203 -2.4049 1.7203 0.011 -0.091 -0.313
C -4.3187 -4.3946 2.3017 -0.109 0.102 0.290
N -4.4302 -2.9489 2.1434 -0.184 0.322 -0.094
H -5.7750 -1.3418 1.9830 0.059 -0.340 -0.126
C -3.3617 -2.1819 2.2460 0.012 0.489 -0.450
O -3.3024 -0.9912 1.8080 -0.515 -0.934 1.230
H -3.3034 -4.6357 2.6249 -0.168 -0.041 -0.090
H -2.4911 -2.6570 2.7175 -0.124 0.209 -0.281
H -5.8683 -2.5243 0.6366 0.142 0.099 0.285
H -4.5315 -4.9050 1.3531 0.109 0.228 0.180
H 0.4486 0.7490 -3.8201 -0.294 0.278 0.158
H 1.6653 3.1877 -2.8331 -0.320 0.089 -0.032
C -0.3684 1.4872 -3.8026 0.113 -0.065 0.183
C 0.6116 3.5026 -2.7795 0.142 -0.111 0.246
N -0.2613 2.3407 -2.6201 -0.764 0.392 0.757
H -1.3357 0.9884 -3.7963 0.114 0.023 -0.034
C -0.9806 2.2045 -1.4871 -0.056 -0.699 -0.728
O -1.8480 1.3084 -1.2707 0.990 1.625 -0.384
H 0.4746 4.1462 -1.9038 0.181 0.042 -0.317
H -0.7133 2.9760 -0.7189 -0.358 -0.617 -0.455
H -0.2719 2.1217 -4.6914 -0.148 -0.099 0.196
H 0.3433 4.0365 -3.7046 0.066 -0.101 0.403
O 2.5777 -0.7067 -2.1925 -4.456 -1.707 -1.118
C 3.3405 -0.4926 -1.0289 0.885 -0.289 -1.238
C 2.1578 1.6234 -0.2447 -0.163 0.051 0.073
C 2.9802 0.5371 0.0526 0.243 -0.087 0.393
H 1.6250 1.5766 -1.1899 0.226 0.167 0.171
C 1.9388 2.6738 0.6474 0.281 -0.216 -0.272
H 3.5970 -1.4938 -0.6486 0.374 0.523 0.561
C 3.5055 0.4973 1.3700 -0.059 -0.189 -0.472
H 1.2177 3.4407 0.3701 0.305 0.121 0.101
C 2.6275 2.7234 1.8599 -0.236 -0.320 0.109
C 3.3450 1.5874 2.2452 0.231 0.002 -0.107
H 4.0311 -0.4067 1.7189 -0.139 0.561 -0.255
H 2.5743 3.5975 2.5236 -0.138 -0.485 -0.294
H 3.7825 1.5746 3.2534 -0.068 -0.162 -0.547
Si 1.1096 -2.3225 -2.6852 -0.282 0.795 1.287
Cl 0.2956 -0.6398 -0.8784 1.024 -0.089 -1.077
C -0.3612 -1.7465 -3.7526 0.238 0.158 -0.383
C 0.3629 -3.7858 -1.6624 0.457 0.289 0.080
C 2.5608 -2.9028 -3.6695 -0.188 -0.822 -0.698
H -0.9147 -0.8778 -3.3631 0.373 -0.746 0.015
H -1.0941 -2.5708 -3.8386 0.448 0.223 0.096
H -0.0089 -1.4944 -4.7646 -0.160 -0.055 0.105
H 2.7629 -2.1189 -4.4187 0.114 -0.446 0.272
H 2.2268 -3.8261 -4.1897 0.357 0.345 0.075
H 3.4745 -3.1147 -3.0781 -0.913 0.049 -0.445
H -0.6883 -3.6180 -1.3566 0.581 0.185 -0.265
H 0.9272 -4.0012 -0.7410 -0.147 0.034 -0.315
H 0.3931 -4.6901 -2.3038 0.088 0.408 0.170
C 0.3239 0.0735 3.7089 0.541 -0.627 -0.234
N -0.8739 0.8878 3.8664 0.012 -0.003 -0.306
C -1.6341 0.7131 5.0906 0.100 0.135 -0.371
C -2.6231 1.8417 5.1740 -0.666 0.294 0.813
C -3.5212 1.8481 3.9578 0.046 -0.138 -0.033
N -2.6874 1.9027 2.7749 0.053 0.342 -0.139
C -3.3626 2.1957 1.5284 -0.048 -0.195 -0.237
C -1.4816 1.2987 2.7380 0.673 -1.093 -1.128
O -0.9250 1.0360 1.6076 -0.888 1.075 1.382
H 1.0727 0.5967 3.0883 -0.425 -0.312 0.308
H 0.0800 -0.9060 3.2382 0.247 0.680 0.244
H 0.7390 -0.1134 4.7093 -0.082 0.185 -0.284
H -2.1735 -0.2553 5.0583 0.329 0.251 0.217
H -0.9162 0.7314 5.9173 -0.310 -0.114 -0.045
H -2.1317 2.8128 5.3040 0.072 -0.209 -0.165
H -3.2447 1.6882 6.0516 -0.122 0.052 0.201
H -4.1702 2.7385 3.9256 0.081 -0.464 0.219
H -4.1266 0.9129 3.9299 0.075 0.601 0.025
H -3.8125 1.2813 1.1090 0.045 0.205 -0.083
H -4.1922 2.8738 1.7302 0.138 0.065 -0.004
H -2.6770 2.6497 0.8094 -0.204 -0.128 0.130
```
Positions in Å, forces in eV/Å.

As for the spin multiplicity: 3. Its energy relative to the best compared isomer or geometry (same formula, charge and spin) is 122.0 kcal per mole. Its expectation value of S² is 2.002. The total energy comes out at -116870.3597 eV. The highest occupied orbital energy (alpha / beta) comes out at -5.34 / -5.34 eV. The charge is 0.

***

[3]
Formula: C26H48F3N2O10
Source: the OMol25 dataset
Level of theory: ωB97M-V/def2-TZVPD

XYZ file:
```
89
Properties=species:S:1:pos:R:3:forces:R:3
C 0.4339 -3.8024 7.5729 -0.129 -0.467 -0.001
C 1.1169 -4.8156 6.5496 -1.600 0.504 1.444
O 2.5188 -4.5271 6.4471 -0.716 0.174 -1.337
C 2.8406 -3.8427 5.2252 0.934 -0.189 0.168
C 2.5090 -2.3044 5.3594 -0.387 -1.188 1.369
O 3.3304 -1.4469 4.5198 -1.433 1.210 -1.167
C 2.7190 -1.1602 3.3266 -0.106 -3.508 -2.113
C 2.4681 -2.1788 2.3217 -0.218 4.017 1.521
N 1.7990 -1.4606 1.3061 0.752 -0.691 0.146
C 1.3737 -2.2898 0.1501 -1.554 -0.432 -0.843
C 0.8308 -1.4719 -1.0786 -0.437 -0.612 -0.204
C 1.6955 -1.5665 -2.3798 0.080 1.309 -0.378
F 1.8117 -0.2668 -2.8767 -0.095 -1.811 0.251
F 2.9772 -2.0158 -2.1974 -1.607 0.250 -0.161
F 1.0956 -2.3311 -3.3602 0.989 1.017 1.496
C 1.6430 -0.1354 1.5762 1.109 -2.051 1.148
N 2.2282 0.0410 2.8232 -0.329 -0.075 -0.137
H -0.6589 -4.0546 7.7193 1.127 0.260 -0.365
H 0.5105 -2.7452 7.1981 -0.094 -0.985 0.467
H 0.8955 -3.8805 8.5987 -0.245 0.137 -1.186
H 0.5526 -4.7371 5.5808 0.836 -0.046 0.540
H 0.9223 -5.8570 6.9406 0.705 0.996 -0.454
H 3.9499 -3.9841 5.0731 -1.074 0.312 0.185
H 2.3219 -4.3591 4.3721 0.297 0.663 0.606
H 1.4059 -2.1812 5.1940 1.039 0.384 -0.072
H 2.7451 -2.0264 6.4278 -0.189 -0.221 -1.218
H 2.7090 -3.2602 2.2869 -0.298 1.179 -0.065
H 2.1662 -3.0408 -0.1311 -0.504 1.243 0.356
H 0.5113 -2.9198 0.5211 0.928 0.767 -0.250
H 0.6354 -0.3854 -0.8577 0.336 -1.140 -0.260
H -0.1822 -1.8945 -1.3435 1.101 0.518 0.222
H 1.1427 0.6005 0.9120 0.542 -0.539 0.893
H 2.2647 0.9360 3.3431 0.037 -0.402 -0.388
O -2.3285 0.4397 -0.5971 0.675 0.113 -0.040
C -1.9921 1.3837 -1.2717 -0.793 0.120 -0.038
O -0.7331 1.8546 -1.1700 0.639 -0.574 0.297
C -0.1610 2.8490 -2.0372 -0.031 0.466 -0.107
C -0.5046 4.2473 -1.5672 -0.232 0.018 0.105
C -2.9718 2.1017 -2.1557 0.127 -0.232 -0.485
H -0.4469 2.6725 -3.0754 -0.115 -0.028 0.084
H 0.9203 2.7083 -1.9867 -0.105 -0.219 0.105
H -1.5812 4.4247 -1.5861 0.044 0.012 -0.123
H -0.0210 4.9939 -2.1990 0.000 -0.051 0.025
H -0.1774 4.3930 -0.5356 0.093 -0.013 -0.082
H -3.5428 2.8114 -1.5555 0.010 0.008 -0.118
H -3.6525 1.3666 -2.5842 -0.079 0.062 0.258
H -2.5140 2.6206 -2.9944 -0.018 0.203 0.148
O -2.0962 -2.5950 -9.2725 0.324 0.146 0.363
C -1.6849 -2.8803 -8.1792 -0.224 -0.351 -0.304
O -0.5748 -2.2816 -7.7013 0.100 0.510 -0.123
C -0.1038 -2.4141 -6.3564 0.111 -0.237 0.060
C 0.7423 -3.6606 -6.1904 -0.042 -0.221 -0.103
C -2.3389 -3.9661 -7.3642 -0.367 0.163 0.452
H -0.9334 -2.3699 -5.6468 -0.025 -0.095 -0.054
H 0.5129 -1.5345 -6.1641 -0.108 0.034 -0.217
H 0.1678 -4.5668 -6.3904 -0.029 0.047 0.078
H 1.1403 -3.7223 -5.1781 0.004 -0.022 -0.091
H 1.5748 -3.6524 -6.8963 -0.025 0.101 0.062
H -1.9649 -4.9357 -7.6959 -0.018 0.061 0.016
H -3.4148 -3.9203 -7.5325 0.124 -0.093 -0.222
H -2.1909 -3.8656 -6.2908 0.174 -0.121 -0.022
O 2.9889 2.9550 4.6400 0.162 -0.260 0.023
C 3.4096 2.7240 5.7522 0.160 -0.216 0.039
O 4.4928 3.3664 6.1980 -0.224 0.390 -0.373
C 4.9724 3.3043 7.5506 0.213 -0.222 0.312
C 5.8527 2.0900 7.7636 -0.040 -0.176 -0.137
C 2.7850 1.6556 6.6114 -0.444 0.150 0.355
H 4.1450 3.3543 8.2610 -0.037 -0.071 -0.101
H 5.5637 4.2077 7.7026 -0.140 0.020 -0.254
H 5.3027 1.1606 7.6041 -0.017 0.030 0.110
H 6.2562 2.0818 8.7772 -0.018 0.027 -0.048
H 6.6821 2.0930 7.0540 -0.007 0.097 0.084
H 3.1863 0.6830 6.3195 0.038 0.061 0.030
H 1.7073 1.6655 6.4428 0.100 -0.065 -0.169
H 2.9298 1.8043 7.6786 0.170 -0.117 -0.034
O -4.8520 4.8117 -2.9175 -0.063 -0.454 -0.172
C -5.5106 4.4719 -3.8689 0.131 0.416 -0.127
O -5.5726 3.1708 -4.2097 0.109 -0.288 0.485
C -6.4581 2.6386 -5.2055 -0.028 0.011 -0.360
C -5.8626 2.7666 -6.5928 0.112 0.162 -0.043
C -6.1951 5.4905 -4.7407 -0.590 0.082 0.115
H -7.4483 3.0915 -5.1296 0.086 0.088 0.006
H -6.5833 1.5819 -4.9645 0.122 0.115 0.202
H -5.7047 3.8107 -6.8680 -0.109 -0.031 -0.016
H -6.5183 2.3098 -7.3358 0.031 0.001 0.042
H -4.8877 2.2770 -6.6345 -0.097 -0.072 0.019
H -5.4741 5.8915 -5.4545 -0.039 -0.031 0.041
H -6.5574 6.2982 -4.1049 0.264 0.009 -0.019
H -7.0618 5.1068 -5.2741 0.140 -0.051 -0.152
```
Positions in Å, forces in eV/Å.

The total energy comes out at -59340.8202 eV. The highest occupied orbital energy comes out at -11.52 eV. The charge is +1.